2 unconnected molecules or ions with the total composition CH4IN2 at a distorted geometry, computed with ωB97M-V/def2-TZVPD.

Geometry as XYZ:
```
8
Properties=species:S:1:pos:R:3:nbo_charge:R:1
C 1.25250 -0.14203 0.11154 0.79
N 0.81396 1.05413 0.12526 -0.77
N 1.51534 -1.27261 0.08185 -0.44
I -2.40816 -0.14132 -0.39779 -0.15
H -3.98711 -0.13403 -0.55492 0.16
H 0.48882 1.32709 1.01231 0.47
H 0.56391 1.46464 -0.74415 0.47
H 1.76073 -2.15587 0.36591 0.48
```

Its energy relative to the best compared isomer or geometry (same formula, charge and spin) is 1.859 eV. The calculation puts the total energy at -447.38870 Ha. The HOMO energy is -13.67 eV. Its total charge is +1.


A molecular structure, C29H53F2I2N3O7S2 at a distorted geometry, computed with ωB97M-V/def2-TZVPD.

Geometry as XYZ:
```
98
Properties=species:S:1:pos:R:3:mulliken_charge:R:1
C -0.88996 7.11619 10.47323 -1.10
C -0.40015 5.98894 9.55523 -0.49
C -1.47552 4.96272 9.15444 -0.80
C -1.99970 5.12615 7.72178 -0.95
C -1.18649 4.35282 6.66922 -0.77
C -1.80615 3.02239 6.19940 -0.67
C -2.12235 2.92667 4.69437 -0.86
C -1.56577 1.67736 4.00209 -0.59
C -1.36117 1.86851 2.49585 -1.10
C -1.54815 0.59602 1.64657 -0.34
C -0.27207 0.32090 0.86951 -0.87
N -0.30508 -0.73264 -0.15512 0.40
C 0.82077 -1.03413 -0.92443 0.37
C 2.10287 -0.31749 -0.61819 -0.47
C 3.35388 -0.79475 -1.35506 -1.29
C 3.53859 -0.07009 -2.68489 -1.00
I 4.90726 -1.05724 -3.99287 0.13
C 0.42498 -1.95638 -1.84179 0.64
C 1.18031 -2.62568 -2.95170 -0.36
C 0.49284 -2.75987 -4.32103 0.80
C 1.48666 -3.32799 -5.32943 -1.29
I 0.45877 -4.15210 -7.01319 0.01
N -0.91040 -2.22865 -1.57612 0.19
C -1.80561 -3.15641 -2.26079 -1.07
C -2.73871 -2.48428 -3.28068 -0.83
C -2.41303 -1.04083 -3.66672 0.37
C -3.07121 -0.68079 -4.98492 -1.20
O -2.46716 -1.34784 -6.08961 -0.33
C -1.48407 -0.78531 -6.85495 0.77
C -0.67056 0.34367 -6.27005 -0.65
O -1.25609 -1.26469 -7.94104 -0.52
C -1.31564 -1.48628 -0.55958 -0.14
O -2.55254 -1.51970 -0.11059 -0.29
C -2.83893 -2.31003 1.08924 -0.59
C -3.62815 -3.55743 0.76747 -0.31
C -4.26873 -4.11921 2.04782 -1.31
H -1.81715 6.83637 10.97197 0.30
H -0.15643 7.35778 11.23965 0.32
H -1.08532 8.02926 9.91250 0.28
H 0.43589 5.47143 10.02300 0.39
H -0.01046 6.42783 8.63346 0.32
H -1.06411 3.95541 9.25227 0.35
H -2.31570 5.02905 9.84672 0.43
H -1.97817 6.18727 7.46966 0.41
H -3.03406 4.78197 7.68556 0.44
H -1.01901 4.99222 5.80205 0.40
H -0.20473 4.14191 7.09760 0.38
H -2.72355 2.84890 6.76245 0.46
H -1.12929 2.20506 6.45644 0.39
H -3.20623 2.88949 4.58073 0.26
H -1.73909 3.81115 4.18439 0.48
H -2.24776 0.84011 4.16710 0.31
H -0.61785 1.40509 4.47319 0.33
H -0.36901 2.28956 2.32203 0.45
H -2.08120 2.61217 2.15108 0.41
H -1.76332 -0.24355 2.30553 0.21
H -2.38214 0.71485 0.95965 0.51
H 0.53708 0.08159 1.55934 0.36
H 0.02253 1.23631 0.35478 0.41
H 1.95278 0.74812 -0.81633 0.40
H 2.27331 -0.40285 0.45785 0.49
H 4.21536 -0.57247 -0.72723 0.47
H 3.32615 -1.86986 -1.50256 0.59
H 3.92464 0.93236 -2.52779 0.54
H 2.59428 0.00426 -3.22540 0.28
H 1.45694 -3.62952 -2.61476 0.42
H 2.09055 -2.07043 -3.12994 -0.60
H 0.17972 -1.77650 -4.67487 -0.92
H -0.36239 -3.42677 -4.28697 0.25
H 2.15060 -2.57267 -5.73223 0.48
H 2.06390 -4.14922 -4.91719 0.58
H -1.19689 -3.94111 -2.69266 0.85
H -2.41301 -3.62903 -1.49439 -0.12
H -2.79596 -3.10540 -4.17363 0.51
H -3.73623 -2.47053 -2.83854 0.45
H -1.33676 -0.87309 -3.74331 0.00
H -2.78621 -0.36054 -2.89709 0.21
H -4.10248 -1.03653 -4.98574 0.42
H -3.10501 0.39340 -5.14814 0.44
H 0.04450 -0.05444 -5.54795 0.02
H -1.25568 1.10229 -5.75739 0.32
H -0.11901 0.79766 -7.08556 0.35
H -3.40526 -1.64630 1.73917 0.54
H -1.89607 -2.55023 1.58258 0.46
H -4.38118 -3.32301 0.01689 0.37
H -2.95992 -4.31299 0.35308 0.20
H -4.14552 -5.19653 2.10575 0.37
H -3.79495 -3.70141 2.93730 0.37
H -5.32766 -3.88216 2.09962 0.30
N 8.41640 -2.77071 -6.36077 -0.32
S 9.66741 -3.36659 -7.16065 1.09
O 10.91756 -2.83650 -6.72895 -0.58
O 9.42947 -3.55581 -8.55201 -0.57
F 9.58647 -4.81125 -6.52514 -0.25
S 8.05736 -1.26773 -6.58308 1.02
O 7.11775 -0.85653 -5.57141 -0.62
O 7.81084 -0.86571 -7.92811 -0.58
F 9.37975 -0.48740 -6.17709 -0.26
```

The calculation puts the total energy at -3419.16680 Ha. The HOMO energy is -7.92 eV.


3 unconnected molecules or ions with the total composition C3H13NO3S at a distorted geometry, computed with ωB97M-V/def2-TZVPD.

Geometry as XYZ:
```
21
Properties=species:S:1:pos:R:3:nbo_charge:R:1
O -0.23461 1.32361 -3.10313 -0.77
C -0.51078 2.31539 -2.05370 0.07
N -0.39342 1.80618 -0.74167 -0.65
C 0.83398 1.03229 -0.49307 -0.21
C 0.94616 0.30020 0.77531 -0.47
S 2.10522 -1.27217 0.46726 -0.08
H 0.55342 0.80883 -2.97944 0.46
H 0.22199 3.07781 -2.48340 0.17
H -1.49549 2.65532 -2.45924 0.21
H -1.27549 1.40382 -0.43613 0.38
H 1.06285 0.35374 -1.60847 0.11
H 1.51070 1.86563 -0.47769 0.21
H 1.41616 0.90711 1.55536 0.23
H 0.02897 -0.14912 1.22534 0.23
H 2.08336 -0.86248 -0.74027 0.11
O -3.04757 -0.55803 0.01490 -0.92
H -3.61540 -1.13563 -0.36280 0.46
H -2.32091 -0.71290 -0.57079 0.46
O 0.39099 -4.52457 5.01029 -0.93
H 0.46647 -3.79426 4.41115 0.46
H 1.27340 -4.84077 5.05020 0.46
```

Its energy relative to the best compared isomer or geometry (same formula, charge and spin) is 3.158 eV. The calculation puts the total energy at -800.65087 Ha. Its SMILES is OCNCCS.O.O. The HOMO energy is -9.50 eV.


7 unconnected molecules or ions with the total composition C29H64NO11S2 at a distorted geometry, computed with ωB97M-V/def2-TZVPD.

Geometry as XYZ:
```
107
Properties=species:S:1:pos:R:3:mulliken_charge:R:1
C 4.83086 -2.67713 0.67475 -0.84
C 4.93575 -1.78315 -0.67396 -0.18
C 3.60949 -0.89616 -0.82027 0.92
C 3.17299 -0.64761 -2.35538 -1.29
S 3.77768 0.81540 -0.04113 1.09
O 5.24179 1.22786 -0.20755 -0.70
O 2.84672 1.70979 -0.82107 -0.64
N 3.48865 0.74935 1.64757 -0.50
S 2.11133 1.64846 2.10561 1.15
O 2.10741 1.65495 3.64663 -0.74
O 2.17819 3.12835 1.70883 -0.66
C 0.48544 0.84627 1.62564 -0.66
O 0.52791 0.15889 0.34099 -0.15
C -0.41474 -0.93044 0.48691 0.55
C -1.90028 -0.71541 0.94985 -0.35
C -2.91874 -1.89271 1.15300 -0.39
C -2.41340 -3.33867 0.86045 -0.42
C -0.93612 -3.59882 0.37008 -0.43
C 0.05276 -2.39287 0.17893 -0.17
H 5.82402 -2.59625 1.23389 0.13
H 4.59039 -3.75837 0.37266 0.25
H 3.98864 -2.28893 1.36352 0.28
H 5.90825 -1.19314 -0.71190 0.12
H 4.93561 -2.53822 -1.55229 0.29
H 2.75627 -1.39740 -0.24762 -0.68
H 3.93703 0.01752 -2.90475 0.28
H 3.07069 -1.68223 -2.86699 0.40
H 2.11052 -0.19993 -2.38500 0.30
H -0.41067 1.56295 1.74601 0.14
H 0.31648 0.02543 2.42512 0.44
H -2.27991 0.35336 1.15597 0.21
H -3.99830 -1.73581 1.50368 0.36
H -3.10884 -4.24222 1.01955 0.27
H -0.51963 -4.63787 0.15925 0.29
H 1.10183 -2.63675 -0.18818 0.25
C -7.31352 -3.99985 -1.43840 -1.24
C -6.90418 -3.47759 -0.07016 0.30
C -7.89657 -2.44915 0.44972 -1.33
O -5.60985 -2.88616 -0.15663 -0.37
H -7.34529 -3.18826 -2.17266 0.32
H -6.58571 -4.72908 -1.80453 0.28
H -8.29720 -4.47560 -1.40148 0.41
H -6.83443 -4.31034 0.63537 0.25
H -7.94858 -1.58394 -0.21920 0.35
H -7.58391 -2.07421 1.42807 0.33
H -8.89766 -2.87840 0.54325 0.39
H -5.66037 -2.14765 -0.77895 0.27
C -3.97031 -3.28268 -4.00068 -1.41
C -2.89667 -3.14235 -2.93266 1.19
C -2.16533 -1.81517 -3.05636 -0.75
O -1.96576 -4.21181 -3.06141 -0.57
H -3.53071 -3.25116 -5.00280 0.26
H -4.48044 -4.24622 -3.90941 0.32
H -4.71383 -2.48425 -3.92020 0.27
H -3.34666 -3.22144 -1.93888 -0.26
H -1.66775 -1.73280 -4.02853 0.20
H -1.38603 -1.73417 -2.29382 0.05
H -2.85370 -0.97265 -2.94398 0.34
H -1.56052 -4.15233 -3.93710 0.38
C 9.64753 -0.32746 0.48331 -1.52
C 8.65369 -1.47737 0.45640 0.82
C 9.26783 -2.75379 1.01006 -1.43
O 8.22397 -1.70117 -0.88462 -0.54
H 10.52346 -0.55370 -0.13439 0.35
H 9.19600 0.57925 0.07223 0.36
H 9.98363 -0.11974 1.50261 0.37
H 7.76861 -1.21153 1.04110 0.23
H 10.13042 -3.06416 0.41074 0.37
H 8.54575 -3.57427 0.97395 0.33
H 9.59264 -2.61890 2.04519 0.37
H 8.99932 -1.93675 -1.41133 0.32
C -4.57167 -0.61695 -7.61146 -1.42
C -3.49784 -0.47899 -6.54362 0.79
C -2.76645 0.84877 -6.66174 -1.41
O -2.56285 -1.54816 -6.67064 -0.52
H -4.13224 -0.58341 -8.61384 0.34
H -5.08114 -1.58041 -7.52159 0.33
H -5.31477 0.18064 -7.52953 0.38
H -3.95251 -0.56110 -5.55246 0.14
H -2.26441 0.93313 -7.63118 0.34
H -1.99061 0.92910 -5.89572 0.34
H -3.45541 1.69025 -6.55137 0.37
H -2.15425 -1.48500 -7.54440 0.32
C 0.56100 7.67672 2.30565 -1.37
C 0.78978 6.98494 3.64058 0.43
C 2.24978 7.05928 4.05951 -1.24
O 0.39520 5.62006 3.54052 -0.36
H 1.14487 7.19811 1.51316 0.32
H -0.48986 7.60548 2.01129 0.32
H 0.83968 8.73309 2.35520 0.39
H 0.16275 7.44960 4.40779 0.30
H 2.89163 6.55935 3.32748 0.29
H 2.40164 6.54849 5.01417 0.30
H 2.57903 8.09729 4.16152 0.40
H 0.94566 5.19706 2.86240 0.25
C -0.88931 2.56416 6.08221 -1.07
C -1.71509 3.63476 6.77739 0.36
C -2.93626 4.01169 5.95284 -1.19
O -0.90853 4.79047 6.98741 -0.58
H -0.52168 2.91870 5.11407 0.20
H -0.00934 2.31012 6.67877 0.30
H -1.47743 1.65622 5.92168 0.38
H -2.03253 3.27643 7.76124 0.30
H -2.63994 4.41654 4.97985 0.25
H -3.51479 4.79111 6.45722 0.32
H -3.58410 3.14624 5.78822 0.36
H -0.62202 5.11456 6.12077 0.33
```

The calculation puts the total energy at -2821.90295 Ha. The HOMO energy is -5.84 eV. Its total charge is -1.


15 unconnected molecules or ions with the total composition C30H17Br2Cl56FO8P2 at a distorted geometry, computed with ωB97M-V/def2-TZVPD.

Geometry as XYZ:
```
116
Properties=species:S:1:pos:R:3:mulliken_charge:R:1
C 7.98344 -0.46466 0.24784 -0.76
C 6.54302 0.25227 0.14873 0.77
C 5.95516 0.83461 -1.18074 -0.85
C 4.56993 1.55748 -1.20732 -0.43
C 3.67616 1.73128 0.07857 0.21
C 2.31117 2.53474 -0.09455 -0.54
C 0.99129 1.78846 0.42665 1.69
P 0.48284 1.88914 2.25261 -0.10
P 0.23384 3.92973 2.95689 1.02
O -1.22579 4.34792 2.65861 -0.67
O 0.38830 3.96861 4.67419 -0.44
O 1.23102 5.08935 2.21464 -0.39
C -0.20418 2.50006 -0.40247 -0.94
O -0.36135 3.93440 -0.26173 -0.36
C -0.26507 2.31069 -2.00273 0.37
C -1.77604 2.37843 -2.58075 -0.08
O -2.14887 1.46419 -3.35238 -0.49
Br -3.08609 3.78726 -2.12807 -0.11
O -1.34356 1.66452 0.02851 -0.40
C -0.83651 0.31501 -0.17084 0.01
O -1.62949 -0.55705 -0.55739 -0.59
C 0.77647 0.21690 0.11113 1.21
F 1.49328 -0.25998 -1.06295 -0.27
C 1.23251 -0.86709 1.21427 -0.66
C 0.03207 -1.54516 2.02897 0.34
O -0.61767 -2.47491 1.47523 -0.49
Br -0.51318 -1.09511 3.88338 0.00
C 4.24403 1.13556 1.38745 0.04
C 5.63727 0.40473 1.41503 -1.03
H 8.59576 -0.36897 -0.71133 0.05
H 7.84106 -1.56550 0.51275 0.30
H 8.62824 0.00455 1.08565 0.27
H 6.60931 0.71810 -2.11635 0.27
H 4.24513 1.95778 -2.23153 0.00
H 2.26478 2.89965 -1.18021 0.50
H 2.41705 3.49539 0.54519 0.10
H 1.60912 1.36724 3.00411 0.09
H -0.34604 3.37971 4.98792 0.23
H 2.17850 4.83285 2.36204 0.16
H 0.41170 4.39678 -0.65049 0.44
H 0.28335 1.39774 -2.41218 -0.09
H 0.26645 3.23093 -2.46184 0.63
H 1.76204 -1.72934 0.65427 0.48
H 2.00169 -0.47620 1.96596 0.09
H 3.65345 1.23044 2.35433 0.37
H 6.05367 -0.04900 2.38684 0.28
C -6.27286 0.66339 -2.66857 0.18
Cl -6.18337 1.89419 -3.94744 -0.08
Cl -4.63283 0.22468 -2.15195 0.07
Cl -7.17709 1.31339 -1.28310 -0.10
Cl -7.10165 -0.77975 -3.29212 -0.06
C 0.27813 -4.87804 5.16057 0.20
Cl -0.12397 -4.21738 6.76071 -0.08
Cl 0.92919 -6.52095 5.34464 -0.11
Cl -1.18526 -4.92866 4.15639 0.06
Cl 1.49378 -3.84205 4.38151 -0.06
C -5.13094 -6.50118 3.89445 0.22
Cl -4.06047 -7.71599 4.62599 -0.05
Cl -6.27548 -7.30337 2.79822 0.00
Cl -6.02930 -5.65580 5.17349 -0.10
Cl -4.15814 -5.32858 2.98056 -0.06
C -7.62982 -7.41188 -1.22203 0.31
Cl -8.53267 -7.97924 0.20003 -0.12
Cl -7.66692 -8.66207 -2.48436 -0.10
Cl -8.37505 -5.92283 -1.84063 -0.01
Cl -5.94540 -7.08422 -0.76235 -0.08
C 11.82252 -1.13706 -1.76826 0.36
Cl 11.40215 -0.48429 -0.16927 -0.09
Cl 12.48103 -2.77641 -1.58375 -0.09
Cl 10.36738 -1.19497 -2.78714 -0.10
Cl 13.03887 -0.09261 -2.53279 -0.09
C 1.83960 -1.71789 -4.68791 0.06
Cl 0.69236 -1.40612 -3.37142 0.04
Cl 1.74282 -0.39385 -5.86812 0.06
Cl 3.48906 -1.80851 -4.03126 -0.09
Cl 1.43213 -3.25478 -5.48131 -0.11
C 2.40923 3.54164 -6.23624 0.10
Cl 1.54416 2.45536 -7.34735 0.08
Cl 3.79395 4.26893 -7.07837 -0.10
Cl 1.30906 4.82490 -5.68757 -0.10
Cl 2.98913 2.61949 -4.83093 0.00
C -0.07115 1.33192 -10.92369 0.28
Cl 1.02910 2.64692 -11.38958 -0.10
Cl 0.06505 0.00258 -12.09386 -0.09
Cl 0.36396 0.74125 -9.30466 -0.04
Cl -1.74122 1.93598 -10.90248 -0.07
C -10.25745 -2.33229 -0.85349 0.32
Cl -10.78874 -3.69658 -1.86114 -0.11
Cl -8.48774 -2.35713 -0.71052 -0.05
Cl -10.76989 -0.80605 -1.60499 -0.08
Cl -10.98451 -2.47081 0.76188 -0.10
C -4.52470 -0.16166 -8.39525 0.22
Cl -4.96269 -1.43378 -9.55631 -0.11
Cl -5.43334 1.31947 -8.76878 -0.11
Cl -4.92045 -0.69968 -6.74906 -0.03
Cl -2.78289 0.16903 -8.50871 0.03
C 5.48820 6.20038 2.94224 0.18
Cl 5.58653 7.43742 1.67149 -0.10
Cl 7.12673 5.73766 3.44688 -0.10
Cl 4.59868 6.84989 4.33511 0.03
Cl 4.63664 4.77122 2.31313 -0.02
C -2.29418 0.47142 7.61254 0.28
Cl -1.26555 -0.77706 6.87543 -0.06
Cl -1.98599 0.53538 9.36057 -0.09
Cl -1.92312 2.05207 6.88805 -0.09
Cl -4.00127 0.07609 7.32587 -0.09
C -6.28730 -10.41376 6.69626 0.32
Cl -7.02922 -8.83396 7.02766 -0.07
Cl -4.61229 -10.41769 7.28980 -0.09
Cl -7.21117 -11.68725 7.52211 -0.11
Cl -6.29590 -10.71580 4.94600 -0.07
C 2.18217 9.24519 6.38967 0.33
Cl 3.25069 8.03311 7.13019 -0.11
Cl 1.05286 8.43869 5.28090 -0.04
Cl 1.26789 10.08386 7.66120 -0.10
Cl 3.15965 10.42298 5.48723 -0.09
```

The calculation puts the total energy at -33456.24032 Ha. The HOMO energy is -9.17 eV.


The highest total energy belongs to which entry?
CH4IN2


Which formula does entry 2 have?
C29H53F2I2N3O7S2